No. 1
The following is a DFT calculation (the ωB97M-V functional and the def2-TZVPD basis) of a cluster of 2 separate species, CH4O2S2 in total.

As for the SMILES: O=CO.SS. The gap between HOMO and LUMO is 10.098 eV. Its spin multiplicity is 1. For the LUMO energy, the calculation gives 0.23 eV. The calculation puts the HOMO energy at -9.9 eV. Its net charge is 0. The total energy comes out at -987.3494 hartree.

Each atom is followed by the atoms it is bonded to, with distances in Å.
Cartesian coordinates (Å):
1 O -1.220 -0.098 2.079  C2 1.189
2 C -1.740 -0.492 1.085  O1 1.189, O3 1.345, H4 1.103
3 O -3.003 -0.172 0.751  C2 1.345, H5 0.969
4 H -1.234 -1.140 0.350  C2 1.103
5 H -3.227 -0.581 -0.098  O3 0.969
6 S 0.858 0.516 -1.674  S7 2.070, H8 1.343
7 S 1.892 -0.218 -0.038  S6 2.070, H9 1.344
8 H 1.866 1.181 -2.262  S6 1.343
9 H 1.657 0.794 0.815  S7 1.344

=====

No. 2
The following is a DFT calculation (the ωB97M-V functional and the def2-TZVPD basis) of a cluster of 2 separate species, CH4O3 in total at a distorted geometry.

The gap between HOMO and LUMO (alpha / beta) is 9.294 / 9.296 eV. Its spin multiplicity is 1. For the LUMO energy (alpha / beta), the calculation gives -0.07 / -0.07 eV. The calculation puts the HOMO energy (alpha / beta) at -9.4 / -9.4 eV. Its net charge is 0. The total energy comes out at -266.0357 hartree.

Each atom is followed by the atoms it is bonded to, with distances in Å.
Cartesian coordinates (Å):
1 C 0.392 -1.352 0.257  O4 1.255, H5 1.077, H6 1.088
2 O -1.208 1.374 -0.802  H7 0.962, H8 0.963
3 O 1.813 0.205 0.958  O4 1.293
4 O 1.506 -1.031 0.737  C1 1.255, O3 1.293
5 H 0.254 -2.408 0.090  C1 1.077
6 H -0.366 -0.627 -0.030  C1 1.088
7 H -1.725 1.741 -0.079  O2 0.962
8 H -0.665 2.098 -1.131  O2 0.963

=====

No. 3
The following is a DFT calculation (the ωB97M-V functional and the def2-TZVPD basis) of a cluster of 2 separate species, CH4O3 in total at a distorted geometry.

As for the SMILES: C=O.OO. The gap between HOMO and LUMO is 9.823 eV. Its spin multiplicity is 1. For the LUMO energy, the calculation gives 0.37 eV. The calculation puts the HOMO energy at -9.5 eV. Its net charge is 0. The total energy comes out at -266.0700 hartree.

Each atom is followed by the atoms it is bonded to, with distances in Å.
Cartesian coordinates (Å):
1 C 1.245 -0.485 1.823  O2 1.214, H3 1.104, H4 1.097
2 O 0.707 -0.168 0.782  C1 1.214
3 H 1.365 -1.550 2.087  C1 1.104
4 H 1.667 0.265 2.503  C1 1.097
5 O -1.306 -0.312 -1.545  O6 1.407, H7 0.987
6 O -1.478 0.568 -2.630  O5 1.407, H8 0.996
7 H -0.902 0.242 -0.834  O5 0.987
8 H -1.300 1.441 -2.185  O6 0.996

=====

No. 4
The following is a DFT calculation (the ωB97M-V functional and the def2-TZVPD basis) of a cluster of 2 separate species, CH4O3 in total at a distorted geometry.

As for the SMILES: O=CO.O. The gap between HOMO and LUMO is 11.231 eV. Its spin multiplicity is 1. For the LUMO energy, the calculation gives 0.44 eV. The calculation puts the HOMO energy at -10.8 eV. Its net charge is 0. The total energy comes out at -266.2065 hartree.

Each atom is followed by the atoms it is bonded to, with distances in Å.
Cartesian coordinates (Å):
1 O -0.556 0.441 0.880  C2 1.244
2 C 0.563 0.858 0.530  O1 1.244, O3 1.388, H4 1.108
3 O 1.374 1.651 1.331  C2 1.388, H5 0.996
4 H 0.970 0.730 -0.492  C2 1.108
5 H 2.117 2.051 0.803  O3 0.996
6 O -1.815 -1.680 -1.061  H7 0.984, H8 0.984
7 H -1.467 -2.078 -0.231  O6 0.984
8 H -1.186 -1.972 -1.759  O6 0.984

=====

No. 5
The following is a DFT calculation (the ωB97M-V functional and the def2-TZVPD basis) of a cluster of 2 separate species, CH4O3PS in total at a distorted geometry.

The gap between HOMO and LUMO (alpha / beta) is 6.452 / 7.889 eV. Its spin multiplicity is 3. For the LUMO energy (alpha / beta), the calculation gives 4.19 / 2.89 eV. The calculation puts the HOMO energy (alpha / beta) at -2.3 / -5.0 eV. Its net charge is -1. The total energy comes out at -1005.6844 hartree.

Each atom is followed by the atoms it is bonded to, with distances in Å.
Cartesian coordinates (Å):
1 C -0.355 0.208 -0.851  P5 1.874, H7 1.056, H8 1.120
2 O 2.978 0.995 -0.635  S6 1.426
3 O 2.322 -0.096 -2.736  S6 1.476
4 O 2.836 -1.437 -0.764  S6 1.442
5 P -0.397 0.196 1.023  C1 1.874, H9 1.448, H10 1.402
6 S 2.413 -0.153 -1.264  O2 1.426, O3 1.476, O4 1.442
7 H -0.384 -0.715 -1.363  C1 1.056
8 H -0.899 1.108 -1.234  C1 1.120
9 H 0.440 1.233 1.590  P5 1.448
10 H 0.545 -0.794 1.338  P5 1.402

=====

No. 6
The following is a DFT calculation (the ωB97M-V functional and the def2-TZVPD basis) of a cluster of 2 separate species, CH4O4 in total at a distorted geometry.

The gap between HOMO and LUMO (alpha / beta) is 6.754 / 8.848 eV. Its spin multiplicity is 3. For the LUMO energy (alpha / beta), the calculation gives 0.60 / -2.09 eV. The calculation puts the HOMO energy (alpha / beta) at -6.2 / -10.9 eV. Its net charge is 0. The total energy comes out at -341.1834 hartree.

Each atom is followed by the atoms it is bonded to, with distances in Å.
Cartesian coordinates (Å):
1 C 0.509 0.991 -0.505  O2 1.179, O3 1.322, H6 1.126
2 O 0.103 0.251 -1.328  C1 1.179
3 O 0.220 2.281 -0.534  C1 1.322, H8 1.039
4 O -0.621 -2.242 0.401  O5 1.461, H9 0.910
5 O 0.174 -1.426 1.316  O4 1.461, H7 0.992
6 H 1.048 0.567 0.388  C1 1.126
7 H -0.508 -1.110 1.963  O5 0.992
8 H -0.436 2.517 -1.304  O3 1.039
9 H -0.490 -1.829 -0.399  O4 0.910

=====

Question: What is the formula in the first record?
Answer: CH4O2S2

=====

Question: Which formula does entry 4 have?
Answer: CH4O3

=====

Question: Which formula does entry 2 have?
Answer: CH4O3